# 1
Molecular formula: C31H25BrNO4P2W
Method: DFT, ωB97M-V/def2-TZVPD

The geometry in XYZ format:
```
65
Properties=species:S:1:pos:R:3:forces:R:3:nbo_charge:R:1
W -0.00744 -1.52286 -0.60958 2.52 2.52 -0.23 2.054
O 1.01497 0.04139 -1.74973 -0.53 -1.14 0.25 -1.067
P 0.11334 1.28430 -1.61191 0.16 0.20 0.27 1.927
C 0.51330 2.07046 0.03512 -0.11 -0.26 0.04 -1.136
P 0.50294 0.86851 1.45619 -0.59 -0.26 -0.09 1.915
O 1.01244 -0.46665 0.84258 -0.49 -1.14 -0.69 -1.080
C -1.22999 0.39716 1.83363 0.35 0.16 0.40 -0.329
C -1.57123 -0.97606 1.83450 0.48 0.06 0.44 -0.292
C -2.88700 -1.35454 2.09802 0.19 0.01 -0.12 -0.160
C -3.85480 -0.39243 2.36093 0.13 -0.01 0.00 -0.165
C -3.50140 0.94702 2.42313 0.03 0.09 0.03 -0.169
C -2.19634 1.34326 2.16007 0.14 -0.18 0.00 -0.214
C 1.57650 1.30379 2.82414 -0.54 -0.06 -0.59 -0.388
C 1.99094 2.60435 3.09743 0.00 0.00 -0.05 -0.178
C 2.82725 2.82560 4.17856 -0.01 0.08 0.01 -0.188
C 3.23354 1.76813 4.98078 -0.09 -0.01 -0.09 -0.122
C 2.80054 0.47527 4.71377 -0.05 -0.05 -0.02 -0.173
C 1.97108 0.23637 3.63538 -0.10 -0.13 -0.09 -0.193
C -1.47944 0.36971 -1.45066 -0.76 -0.05 -1.07 -0.358
C -1.49018 -0.88098 -2.24792 -1.85 1.32 0.07 -0.527
C -2.73425 -1.60446 -2.27005 1.39 0.36 -0.36 -0.047
C -3.83175 -1.16263 -1.57221 -0.44 0.73 0.58 -0.164
C -3.81898 0.07713 -0.90719 -0.38 -1.07 -0.56 -0.088
C -2.67080 0.83866 -0.86944 1.40 0.09 -0.30 -0.164
C 0.32198 2.39948 -2.99856 -0.25 -0.38 0.63 -0.399
C -0.24224 3.67487 -3.00784 0.00 -0.01 0.05 -0.199
C -0.10261 4.46494 -4.13318 -0.11 0.06 0.10 -0.172
C 0.58127 3.98965 -5.24434 -0.01 -0.12 0.12 -0.117
C 1.14725 2.72178 -5.22680 -0.02 -0.01 -0.03 -0.184
C 1.02163 1.91890 -4.10755 0.07 -0.23 0.11 -0.186
H -0.12133 2.93659 0.22761 -0.04 0.08 0.03 0.301
H 1.54992 2.42608 -0.05897 -0.15 0.02 -0.07 0.321
H -0.77952 -1.75902 1.86657 -0.57 0.56 -0.14 0.240
H -3.15224 -2.40018 2.15269 0.04 -0.11 -0.08 0.255
H -4.87280 -0.69382 2.56205 -0.04 -0.03 0.07 0.259
H -4.23805 1.68686 2.69679 -0.09 0.08 0.00 0.258
H -1.93354 2.38887 2.22639 0.00 0.18 0.01 0.236
H 1.67624 3.43069 2.47941 -0.01 0.16 -0.07 0.223
H 3.16061 3.82670 4.40056 0.03 0.11 0.00 0.254
H 3.88786 1.94894 5.81997 0.04 0.04 0.06 0.254
H 3.10590 -0.34179 5.34934 0.04 -0.06 0.02 0.249
H 1.63565 -0.76696 3.40519 0.05 -0.06 0.10 0.224
H -0.92414 -0.89077 -3.19986 0.34 -0.35 0.77 0.323
H -2.81731 -2.47854 -2.90870 0.07 0.01 0.12 0.266
H -4.75022 -1.72617 -1.61014 -0.12 -0.09 -0.01 0.269
H -4.73406 0.45146 -0.47367 -0.06 0.04 0.07 0.263
H -2.69321 1.81959 -0.41832 0.01 0.01 0.13 0.249
H -0.77831 4.04652 -2.14888 -0.13 0.15 0.12 0.219
H -0.53813 5.45077 -4.14654 -0.03 0.12 -0.01 0.252
H 0.66998 4.61028 -6.12294 0.03 0.04 -0.07 0.256
H 1.68007 2.35662 -6.09012 0.09 -0.04 -0.07 0.254
H 1.47752 0.93914 -4.07188 0.02 -0.05 -0.11 0.239
Br 3.50936 -1.22532 -0.69211 0.51 -0.76 -0.01 0.215
C 2.83423 -2.96854 -0.41273 -0.64 1.31 -0.20 0.181
C 3.68874 -4.04040 -0.23618 -0.16 -0.47 0.02 -0.230
C 3.14650 -5.30471 -0.02780 0.05 0.61 -0.14 -0.056
C 1.76139 -5.44393 0.02477 -0.56 0.39 -0.13 -0.166
C 0.96829 -4.32928 -0.17896 0.44 0.38 -0.09 0.083
N 1.48092 -3.06412 -0.41146 0.43 -1.66 0.60 -0.583
C -0.53544 -4.35254 -0.15397 0.61 -0.92 0.33 0.749
O -1.23357 -5.27817 0.08370 0.23 0.74 -0.23 -0.403
O -0.98330 -3.07280 -0.41684 -0.95 -0.90 0.08 -0.732
H 4.75686 -3.87554 -0.27345 -0.03 0.00 0.00 0.284
H 3.78829 -6.16446 0.07813 0.10 -0.10 0.10 0.274
H 1.29632 -6.40219 0.21311 -0.09 0.02 -0.04 0.286
```
Forces are in eV/Å.

Values from the calculation:
* <S²>: 2.016
* orbital gap (spin up / spin down): 5.83 / 6.09 eV
* total charge: +3
* 2S+1: 3

# 2
Molecular formula: C31H25Cl2MnN4O2
Method: DFT, ωB97M-V/def2-TZVPD

The geometry in XYZ format:
```
65
Properties=species:S:1:pos:R:3:forces:R:3:nbo_charge:R:1
Mn -0.06286 0.25655 -0.20017 -0.93 2.07 -0.44 1.544
C 0.42028 1.91377 -3.23685 -0.15 -0.05 0.02 -0.660
C 1.04323 0.55776 -3.17345 -0.28 0.25 0.39 0.284
C 1.74898 0.10609 -4.27519 0.58 -0.95 -0.26 -0.222
C 2.36199 -1.14572 -4.25868 -0.46 0.96 -0.02 -0.116
C 2.23145 -1.90525 -3.11963 -0.35 -0.15 0.99 -0.217
C 1.50094 -1.41461 -2.03257 0.10 1.50 -1.75 0.138
N 0.90434 -0.17139 -2.04554 1.34 -1.46 -1.78 -0.566
C 1.30785 -2.16754 -0.81992 -0.95 0.09 2.22 0.284
C 1.75256 -3.46067 -0.59388 0.04 -0.12 0.04 -0.231
C 1.49124 -4.08563 0.61820 -0.26 0.69 -0.06 -0.104
C 0.76620 -3.40087 1.58585 0.12 -0.18 -0.09 -0.210
C 0.32509 -2.11196 1.33531 1.01 0.00 -2.08 0.169
N 0.60584 -1.47929 0.14556 1.76 -4.99 0.88 -0.591
C -0.44487 -1.30490 2.24609 -1.19 1.55 1.21 0.236
C -0.81003 -1.74069 3.52256 0.48 -0.19 -0.90 -0.234
C -1.54468 -0.91815 4.34330 -0.29 0.96 -0.30 -0.118
C -1.89371 0.34044 3.86269 0.14 -0.88 0.57 -0.221
C -1.50918 0.73422 2.59138 0.09 0.31 -0.49 0.284
C -1.89598 2.09820 2.12017 -0.07 0.05 -0.10 -0.662
N -0.79475 -0.06205 1.76818 -0.44 -1.26 2.15 -0.588
H 0.50940 2.33334 -4.23438 0.04 -0.03 -0.06 0.232
H 0.93141 2.57674 -2.53949 -0.09 0.05 0.01 0.238
H -0.63704 1.86442 -2.97421 0.08 0.13 0.03 0.260
H 1.82060 0.73292 -5.14834 -0.02 0.09 -0.07 0.239
H 2.91747 -1.50454 -5.11054 0.05 -0.04 -0.07 0.241
H 2.69196 -2.87642 -3.05468 0.05 -0.10 -0.03 0.227
H 2.30011 -3.99106 -1.35405 0.05 -0.03 -0.09 0.236
H 1.84032 -5.08791 0.80545 0.03 -0.11 0.00 0.244
H 0.55373 -3.88032 2.52578 -0.05 -0.03 0.09 0.237
H -0.51368 -2.71684 3.86205 0.04 -0.16 0.05 0.226
H -1.83958 -1.23304 5.33000 -0.03 -0.06 0.14 0.240
H -2.46475 1.01706 4.47692 -0.05 0.09 0.01 0.240
H -2.51607 2.60035 2.85811 0.00 -0.03 0.04 0.233
H -2.45261 2.03979 1.18452 0.06 0.10 -0.02 0.258
H -1.00690 2.70759 1.95608 -0.05 0.04 -0.06 0.245
Cl -1.80415 7.37513 -3.96361 0.16 0.05 -0.23 0.003
C -3.24605 6.91136 -3.13001 -0.31 -0.07 0.48 -0.078
C -4.47498 7.09609 -3.72782 -0.05 -0.12 0.07 -0.216
C -5.62236 6.70752 -3.05259 0.04 0.02 0.02 -0.220
C -5.53494 6.15378 -1.78666 0.05 0.15 -0.03 -0.211
C -4.30299 5.98617 -1.17638 0.24 0.16 -0.67 -0.086
Cl -4.23435 5.21275 0.35577 -0.27 -0.30 0.30 0.026
C -3.11753 6.35841 -1.83946 -0.45 -0.07 -0.22 0.196
N -1.86352 6.10495 -1.35684 0.57 0.17 -0.71 -0.627
C -1.42216 6.17625 -0.05670 0.48 0.29 0.78 0.270
C -1.94069 7.15647 0.79929 0.32 -0.17 -0.26 -0.243
C -1.41375 7.33471 2.05738 0.17 -0.20 0.08 -0.195
C -0.37764 6.51822 2.49583 -0.12 0.08 0.19 -0.243
C 0.10683 5.51665 1.67506 -0.02 0.17 0.02 -0.198
C -0.38635 5.33288 0.39246 -0.57 0.37 0.01 -0.091
C 0.14882 4.22964 -0.46103 -0.37 -0.57 -0.22 -0.544
C -0.92853 3.15683 -0.78730 -0.02 1.82 -0.36 0.824
O -1.98245 3.45591 -1.31152 0.23 -0.74 0.14 -0.625
O -0.56940 1.96514 -0.48564 -0.23 0.52 0.03 -0.926
H -4.53620 7.53545 -4.71121 0.04 0.02 -0.08 0.232
H -6.58568 6.82978 -3.52139 -0.10 0.02 -0.02 0.224
H -6.42410 5.82859 -1.27047 -0.07 -0.02 0.09 0.230
H -1.17438 5.90091 -2.07405 -0.28 0.00 0.37 0.404
H -2.73070 7.79556 0.43730 -0.08 0.10 -0.05 0.220
H -1.79146 8.12330 2.68787 -0.06 0.07 0.12 0.219
H 0.04694 6.66725 3.47501 0.06 0.00 0.15 0.214
H 0.90049 4.87310 2.02796 0.13 -0.06 0.03 0.201
H 0.98035 3.72907 0.04477 -0.03 0.20 -0.14 0.218
H 0.50319 4.61737 -1.42064 0.12 -0.04 -0.05 0.223
```
Forces are in eV/Å.

Values from the calculation:
* <S²>: 8.758
* energy relative to the best compared isomer or geometry (same formula, charge and spin): 1.598 eV
* orbital gap (spin up / spin down): 4.70 / 4.47 eV
* total charge: +1
* 2S+1: 6

# 3
Molecular formula: C31H25LuN8O3S3
Method: DFT, ωB97M-V/def2-TZVPD

The geometry in XYZ format:
```
71
Properties=species:S:1:pos:R:3:forces:R:3:mulliken_charge:R:1
Lu -0.18412 -0.05908 -0.23103 0.05 -0.44 0.77 2.282
S 6.14290 -3.78778 3.18773 0.18 -0.14 0.13 0.121
N 5.53272 -2.32005 3.46360 0.03 -0.04 -0.03 -0.688
C 4.51733 -2.17823 2.63201 -0.18 0.03 -0.13 0.746
C 3.67352 -1.00273 2.52191 0.06 -0.04 0.02 0.602
C 3.88676 0.13883 3.29193 0.07 -0.07 0.02 -0.553
C 3.07122 1.22626 3.09959 0.02 0.06 0.04 -1.139
C 2.04156 1.12515 2.16989 0.02 0.00 -0.04 -0.470
N 1.79952 0.03316 1.45815 -0.14 0.00 -0.13 0.709
C 2.62378 -1.01863 1.59679 -0.02 0.00 -0.03 -0.726
C 2.40259 -2.19138 0.72809 -0.04 0.02 0.00 -0.691
N 1.39367 -2.13085 -0.15216 -0.11 0.19 -0.01 0.473
C 1.16534 -3.17659 -0.93154 -0.04 -0.04 0.00 -0.127
C 1.93891 -4.33599 -0.89917 -0.03 -0.03 -0.02 -0.993
C 2.98095 -4.40793 -0.01054 0.07 -0.02 0.04 -0.504
C 3.22262 -3.31825 0.82661 0.07 -0.04 0.07 0.475
C 4.29676 -3.31077 1.80272 -0.14 0.15 -0.04 0.768
N 5.15078 -4.29405 2.02075 0.04 0.04 0.03 -0.686
H 4.69868 0.14512 4.00810 -0.02 0.02 -0.01 0.530
H 3.21136 2.14498 3.65305 -0.01 -0.02 -0.03 0.474
H 1.38296 1.96309 1.99459 -0.05 0.01 0.00 0.557
H 0.32427 -3.09874 -1.60484 0.01 0.02 -0.01 0.037
H 1.69803 -5.15401 -1.56394 0.01 0.02 0.02 0.483
H 3.61586 -5.28120 0.06625 -0.02 0.00 -0.01 0.529
S -1.34879 -2.08871 1.37503 0.10 0.09 -0.08 -0.560
C -2.79067 -1.26302 0.88181 -0.07 0.10 -0.08 0.478
C -4.08738 -1.64485 1.26588 -0.02 -0.01 0.00 -0.774
C -5.16765 -0.92713 0.80408 0.02 0.00 0.01 -0.183
C -4.96457 0.16834 -0.03692 -0.05 -0.04 0.02 -0.842
C -3.66886 0.48255 -0.37590 0.14 0.02 -0.06 -0.304
N -2.61310 -0.20466 0.06824 0.02 0.05 0.00 0.034
H -4.20739 -2.50711 1.90753 -0.01 0.02 -0.01 0.437
H -6.17354 -1.21541 1.08671 0.03 -0.01 0.00 0.380
H -5.79045 0.74591 -0.42737 0.01 -0.01 0.01 0.427
H -3.44140 1.31158 -1.03798 0.02 -0.01 0.02 0.318
C -2.88472 4.64771 -4.51502 0.04 -0.02 -0.04 -0.785
O -1.67490 4.23747 -5.13346 -0.12 0.11 0.00 -0.477
C -0.84879 3.44363 -4.42335 0.06 -0.09 0.02 1.063
C 0.32880 3.05054 -5.09621 -0.05 0.04 -0.03 -1.184
C 1.20537 2.22789 -4.45911 0.05 -0.04 0.01 -0.783
C 0.99332 1.75645 -3.14016 -0.08 -0.06 0.08 0.402
C 1.92643 0.88166 -2.48614 -0.04 0.07 -0.09 0.791
C 3.17102 0.37958 -3.16808 0.09 0.06 -0.04 -1.634
O 1.75971 0.45633 -1.32622 0.07 -0.16 -0.03 -0.454
C -0.19747 2.16558 -2.46168 0.00 0.05 -0.02 0.113
O -0.49336 1.80157 -1.25529 -0.22 0.19 -0.14 -0.327
C -1.10162 3.01574 -3.14171 -0.01 0.02 0.09 -0.340
H -3.39906 5.27034 -5.23990 0.00 0.01 -0.04 0.240
H -2.68959 5.22835 -3.61167 0.03 0.02 0.02 0.319
H -3.50841 3.78788 -4.26440 -0.01 -0.03 0.00 0.329
H 0.49839 3.40086 -6.10514 -0.01 -0.01 0.03 0.438
H 2.09194 1.92734 -4.99840 -0.01 -0.01 0.02 0.233
H 3.42682 0.88425 -4.09263 0.03 -0.01 0.02 0.463
H 3.01704 -0.68174 -3.37674 -0.01 0.02 0.00 0.285
H 4.00141 0.45926 -2.46692 -0.02 -0.02 0.01 0.327
H -2.00027 3.28711 -2.60572 0.02 0.01 -0.03 0.208
S -2.19927 -3.03100 -3.57689 -0.02 -0.09 -0.02 -0.434
C -1.42159 -1.90666 -2.72677 0.03 0.19 -0.10 0.517
N -0.82974 -1.09521 -2.11421 0.07 -0.09 -0.04 -0.781
C -0.91372 0.23178 3.88450 0.04 0.04 -0.01 -1.218
C -1.21170 1.38585 2.99239 0.09 0.08 0.00 0.179
N -0.93730 1.51884 1.70990 -0.06 0.00 -0.30 0.644
C -1.39347 2.77546 1.33753 0.04 -0.02 0.04 -0.713
C -1.92452 3.40804 2.41162 -0.04 -0.09 0.04 -0.768
N -1.80221 2.51375 3.45390 -0.06 0.05 0.02 0.013
H -0.32151 -0.50384 3.34966 0.00 0.01 0.00 -0.048
H -1.83275 -0.26790 4.19556 0.01 0.00 -0.02 0.335
H -0.37771 0.56641 4.77566 -0.01 0.01 0.00 0.418
H -1.30956 3.11121 0.31830 0.05 -0.03 0.05 0.385
H -2.37573 4.37862 2.52733 0.02 -0.06 0.01 0.432
H -2.11642 2.65353 4.39726 -0.01 0.00 0.03 0.195
```
Forces are in eV/Å.

Values from the calculation:
* energy relative to the best compared isomer or geometry (same formula, charge and spin): 0.122 eV
* orbital gap: 6.41 eV
* total charge: 0
* 2S+1: 1